# 1
C4H13N2O2 | ωB97M-V/def2-TZVPD

highest occupied orbital energy: -0.5279 Eh
multiplicity: 1
total charge: +1
LUMO: -3.0 eV
largest force on an atom: 5.26 eV Å⁻¹

Atoms and positions in Å:
C1 1.93 0.66 -1.07
C2 1.00 1.07 1.29
C3 -2.85 0.01 -0.03
C4 0.64 -0.98 0.25
N1 0.82 -1.89 -0.72
N2 1.24 0.18 0.13
O1 -0.28 -1.25 1.16
O2 -1.56 0.57 -0.15
H1 1.28 0.61 -1.87
H2 2.43 1.54 -0.97
H3 2.71 0.00 -1.21
H4 1.64 2.02 1.13
H5 0.03 1.51 1.40
H6 1.14 0.66 2.31
H7 -2.69 -0.87 0.48
H8 -3.45 -0.27 -1.01
H9 -3.35 0.78 0.48
H10 1.38 -1.83 -1.49
H11 0.04 -2.58 -0.70
H12 -1.40 0.59 -1.09
H13 -0.70 -0.56 1.68

=====

# 2
C4H13N2S | ωB97M-V/def2-TZVPD

highest occupied orbital energy: -0.0970 Eh
multiplicity: 1
total charge: -1
LUMO: 4.0 eV
largest force on an atom: 0.39 eV Å⁻¹

Atoms and positions in Å:
C1 0.88 -1.80 -0.69
N1 1.70 -0.60 -0.76
C2 1.36 0.21 -1.93
N2 1.80 -0.37 -3.19
H1 1.05 -2.28 0.28
H2 -0.19 -1.56 -0.76
H3 1.16 -2.52 -1.47
H4 1.40 -0.01 0.04
H5 1.87 1.17 -1.81
H6 0.28 0.41 -1.97
H7 2.73 -0.75 -3.06
H8 1.19 -1.12 -3.49
C3 -2.68 0.99 2.49
C4 -1.19 1.32 2.37
S1 -0.63 1.25 0.64
H9 -2.86 -0.01 2.09
H10 -3.25 1.71 1.91
H11 -3.03 1.00 3.54
H12 -0.60 0.62 2.98
H13 -1.01 2.32 2.77

=====

# 3
C4H13N2S | ωB97M-V/def2-TZVPD

highest occupied orbital energy (spin up / spin down): -0.0806 / -0.3319 Eh
multiplicity: 2
total charge: 0
LUMO (spin up / spin down): 0.2 / 0.5 eV
largest force on an atom: 4.22 eV Å⁻¹

Atoms and positions in Å:
N1 0.14 -0.03 1.81
C1 -0.03 -0.42 0.24
C2 0.48 0.69 -0.68
C3 1.68 0.55 -1.57
S1 1.99 2.20 -2.22
C4 -1.64 -0.61 0.01
N2 -1.98 -1.42 1.19
H1 0.92 -0.44 2.28
H2 -0.58 -0.50 2.31
H3 0.06 1.03 1.89
H4 0.64 -1.33 -0.04
H5 0.38 1.71 -0.07
H6 -0.48 0.87 -1.36
H7 1.55 -0.26 -2.35
H8 2.58 0.12 -1.07
H9 3.17 2.44 -1.70
H10 -2.28 0.34 -0.14
H11 -1.80 -1.16 -0.89
H12 -3.03 -1.33 1.31
H13 -1.79 -2.46 1.06

=====

# 4
C4H13N2S | ωB97M-V/def2-TZVPD

highest occupied orbital energy: -0.4642 Eh
multiplicity: 1
total charge: +1
LUMO: -3.1 eV
largest force on an atom: 2.13 eV Å⁻¹

Atoms and positions in Å:
C1 0.83 0.00 -1.81
C2 0.74 -1.42 -1.30
S1 0.71 -2.46 -2.80
N1 0.95 0.99 -0.67
H1 -0.01 0.30 -2.43
H2 1.71 0.18 -2.43
H3 -0.16 -1.61 -0.71
H4 1.60 -1.60 -0.67
H5 0.19 -3.57 -2.23
H6 0.98 1.95 -0.97
H7 1.83 0.83 -0.19
H8 0.10 0.89 0.07
C3 -0.60 -0.03 2.40
C4 -1.92 1.58 1.43
N2 -1.01 0.72 1.24
H9 -0.83 -1.09 2.31
H10 -1.00 0.36 3.37
H11 0.52 0.03 2.51
H12 -2.19 2.15 0.51
H13 -2.44 1.80 2.37

=====

# 5
C4H13N2S | ωB97M-V/def2-TZVPD

highest occupied orbital energy: -0.4608 Eh
multiplicity: 1
total charge: +1
LUMO: -3.6 eV
largest force on an atom: 2.78 eV Å⁻¹

Atoms and positions in Å:
C1 -2.65 -2.20 0.70
N1 -1.96 -0.96 0.27
C2 -0.70 -0.68 0.95
C3 0.00 0.41 0.17
N2 -0.11 1.81 0.99
C4 1.48 0.16 0.03
S1 2.11 0.73 -1.63
H1 -2.00 -3.03 0.47
H2 -3.59 -2.17 0.15
H3 -2.89 -2.36 1.76
H4 -2.63 -0.26 0.01
H5 -0.16 -1.64 0.92
H6 -0.88 -0.26 1.96
H7 -0.39 0.53 -0.86
H8 0.58 2.42 0.56
H9 0.20 1.67 1.95
H10 -1.09 2.07 0.91
H11 2.12 0.71 0.76
H12 1.83 -0.86 0.21
H13 1.83 -0.40 -2.31

=====

# 6
C4H13N2S | ωB97M-V/def2-TZVPD

highest occupied orbital energy: -0.4663 Eh
multiplicity: 1
total charge: +1
LUMO: -3.2 eV
largest force on an atom: 0.66 eV Å⁻¹

Atoms and positions in Å:
C1 0.35 2.07 -0.93
C2 0.39 2.85 0.12
N1 1.50 1.22 -1.27
H1 -0.51 1.89 -1.55
H2 -0.43 3.51 0.37
H3 1.27 2.83 0.76
H4 2.30 1.44 -0.67
H5 1.26 0.19 -1.14
H6 1.76 1.35 -2.25
C3 -1.33 -1.32 0.27
C4 -0.02 -2.02 0.64
S1 1.16 -1.96 -0.77
N2 -2.01 -0.97 1.51
H7 -1.11 -0.41 -0.29
H8 -1.93 -1.97 -0.38
H9 0.41 -1.53 1.51
H10 -0.19 -3.07 0.83
H11 2.29 -1.85 -0.07
H12 -2.86 -0.44 1.32
H13 -2.31 -1.81 1.99

=====

# 7
C4H13N2S | ωB97M-V/def2-TZVPD

highest occupied orbital energy: -0.4499 Eh
multiplicity: 1
total charge: +1
LUMO: -3.3 eV
largest force on an atom: 3.49 eV Å⁻¹

Atoms and positions in Å:
N1 -2.11 -0.19 1.48
C1 -0.76 0.06 1.10
C2 -0.49 -0.46 -0.30
N2 -1.62 0.01 -1.30
C3 0.81 0.21 -0.76
C4 1.98 -0.01 0.17
S1 3.40 0.24 -1.03
H1 -2.63 0.57 1.84
H2 -2.23 -1.04 2.07
H3 -0.48 1.14 1.23
H4 -0.07 -0.45 1.97
H5 -0.47 -1.55 -0.45
H6 -1.93 -0.66 -1.98
H7 -2.47 0.10 -0.73
H8 -1.34 0.94 -1.65
H9 1.04 -0.14 -1.76
H10 0.72 1.31 -0.93
H11 2.06 0.87 0.89
H12 2.04 -1.04 0.44
H13 4.55 0.08 -0.28

=====

# 8
C4H13N2S | ωB97M-V/def2-TZVPD

highest occupied orbital energy: -0.4519 Eh
multiplicity: 1
total charge: +1
LUMO: -3.3 eV
largest force on an atom: 1.04 eV Å⁻¹

Atoms and positions in Å:
N1 -2.51 -0.15 0.68
C1 -1.22 0.48 0.43
C2 -0.18 -0.60 0.11
N2 -0.84 -1.58 -0.82
C3 1.12 -0.11 -0.53
C4 1.90 0.82 0.37
S1 3.51 1.25 -0.32
H1 -3.29 0.31 0.23
H2 -2.71 -0.11 1.68
H3 -1.25 1.20 -0.39
H4 -0.88 1.02 1.31
H5 0.02 -1.18 1.01
H6 -0.17 -2.28 -1.15
H7 -1.66 -2.00 -0.38
H8 -1.11 -1.09 -1.68
H9 1.71 -1.00 -0.75
H10 0.85 0.32 -1.49
H11 1.33 1.73 0.56
H12 2.01 0.39 1.37
H13 3.36 2.56 -0.22

=====

# 9
C4H13N2S2 | ωB97M-V/def2-TZVPD

highest occupied orbital energy: -0.4546 Eh
multiplicity: 1
total charge: +1
LUMO: -3.6 eV
largest force on an atom: 1.55 eV Å⁻¹

Atoms and positions in Å:
N1 0.03 0.89 1.88
C1 0.83 -0.13 2.50
C2 1.65 -0.90 1.47
S1 0.65 -2.26 0.74
S2 0.11 -1.76 -1.07
C3 -1.40 -0.72 -1.06
C4 -1.07 0.71 -1.42
N2 -0.27 0.76 -2.71
H1 -0.58 1.38 2.52
H2 0.59 1.50 1.31
H3 0.15 -0.88 2.92
H4 1.46 0.17 3.34
H5 1.94 -0.22 0.69
H6 2.54 -1.38 1.84
H7 -2.13 -1.18 -1.71
H8 -1.82 -0.75 -0.05
H9 -1.98 1.27 -1.57
H10 -0.54 1.17 -0.62
H11 -0.47 1.59 -3.26
H12 -0.41 -0.11 -3.23
H13 0.71 0.84 -2.51

=====

# 10
C4H13N2S2 | ωB97M-V/def2-TZVPD

highest occupied orbital energy: -0.4672 Eh
multiplicity: 1
total charge: +1
LUMO: -3.4 eV
largest force on an atom: 5.70 eV Å⁻¹

Atoms and positions in Å:
C1 1.55 0.09 0.76
C2 -1.90 0.54 -1.16
C3 0.66 -0.68 -0.01
C4 -1.56 1.10 0.19
N1 1.00 -2.17 0.05
N2 -1.61 0.51 1.28
S1 1.02 -0.36 -1.85
S2 -1.15 2.86 0.08
H1 1.47 1.16 0.78
H2 1.57 -0.28 1.81
H3 2.55 -0.05 0.37
H4 -1.57 -0.44 -1.20
H5 -2.93 0.76 -1.38
H6 -1.39 1.03 -2.06
H7 1.88 -2.41 0.57
H8 0.96 -2.46 -0.87
H9 -0.56 -0.69 0.12
H10 0.32 -2.62 0.70
H11 -1.40 1.11 2.17
H12 2.31 -0.18 -1.81
H13 -1.20 3.20 1.47

=====

# 11
C4H13N3 | ωB97M-V/def2-TZVPD

highest occupied orbital energy: -0.3075 Eh
multiplicity: 1
total charge: 0
LUMO: 1.1 eV
largest force on an atom: 1.01 eV Å⁻¹

Atoms and positions in Å:
N1 2.41 0.54 -1.07
C1 2.27 -0.74 -0.40
C2 0.85 -1.24 -0.19
N2 0.06 -0.30 0.55
C3 -1.32 -0.50 0.93
C4 -2.10 0.81 0.84
N3 -2.12 1.27 -0.54
H1 1.80 1.23 -0.64
H2 2.08 0.46 -2.03
H3 2.77 -0.69 0.57
H4 2.78 -1.48 -1.01
H5 0.39 -1.43 -1.17
H6 0.93 -2.20 0.34
H7 0.53 0.40 1.10
H8 -1.40 -0.88 1.96
H9 -1.80 -1.21 0.27
H10 -1.66 1.54 1.54
H11 -3.12 0.61 1.18
H12 -2.61 2.15 -0.65
H13 -1.16 1.38 -0.85

=====

# 12
C4H13N3 | ωB97M-V/def2-TZVPD

highest occupied orbital energy: -0.3221 Eh
multiplicity: 1
total charge: 0
LUMO: 1.1 eV
largest force on an atom: 0.78 eV Å⁻¹

Atoms and positions in Å:
C1 0.35 -0.76 -2.35
N1 -0.26 0.07 -1.62
C2 0.08 1.46 -1.83
C3 0.65 2.10 -0.56
H1 1.02 -0.47 -3.17
H2 0.17 -1.81 -2.18
H3 0.83 1.59 -2.62
H4 -0.82 2.02 -2.11
H5 0.98 3.12 -0.77
H6 -0.10 2.14 0.23
H7 1.55 1.59 -0.24
N2 0.25 -1.68 0.98
C4 -0.69 -0.74 1.61
N3 -1.13 -0.99 2.97
H8 1.06 -1.77 1.58
H9 -0.20 -2.59 0.93
H10 -0.21 0.23 1.54
H11 -1.56 -0.68 0.96
H12 -1.60 -1.88 3.06
H13 -0.34 -0.95 3.60